A cluster of 2 separate species, C5H14 in total. Source: the Open Molecules 2025 dataset; level of theory: ωB97M-V/def2-TZVPD.

Calculated values
SMILES string: CCC.CC
HOMO energy: -0.4122 Eh
maximum force: 2.04 eV/Å

Bonds (Å) are listed after each position.
Atoms and positions in Å:
1 C 1.40065 0.66718 -1.16612  C2 1.502, C3 1.544, H4 1.090, H5 1.097
2 C 0.90856 -0.67919 -0.71818  C1 1.502, H6 1.101, H9 1.089, H10 1.093
3 C 2.77409 0.66261 -1.87218  C1 1.544, H7 1.093, H8 1.091, H11 1.087
4 H 0.66236 1.19930 -1.76672  C1 1.090
5 H 1.63631 1.31711 -0.31407  C1 1.097
6 H 1.14480 -1.41635 -1.50120  C2 1.101
7 H 2.70401 0.32331 -2.90897  C3 1.093
8 H 3.11042 1.69894 -1.92644  C3 1.091
9 H -0.14697 -0.90252 -0.57249  C2 1.089
10 H 1.39239 -0.97073 0.21756  C2 1.093
11 H 3.53145 0.06891 -1.36661  C3 1.087
12 C -3.04402 -0.67362 1.49714  C13 1.528, H14 1.083, H15 1.087, H16 1.095
13 C -1.88938 0.11475 2.11347  C12 1.528, H17 1.104, H18 1.091, H19 1.085
14 H -2.76250 -1.71566 1.40812  C12 1.083
15 H -3.93569 -0.52695 2.10206  C12 1.087
16 H -3.31716 -0.25786 0.52171  C12 1.095
17 H -1.54706 -0.50593 2.96004  C13 1.104
18 H -0.97784 0.19250 1.51964  C13 1.091
19 H -2.06449 1.07091 2.59655  C13 1.085